Entry 1:
Here is a molecular structure, C34H42GeN9O3SV at a distorted geometry from the OMol25 dataset. Energies are from the ωB97M-V functional and the def2-TZVPD basis.

Structure (XYZ):
```
91
Properties=species:S:1:pos:R:3:forces:R:3:lowdin_spin:R:1
V -0.310 -0.343 0.027 -0.7938 0.1851 -0.0391 2.189
O -0.857 -2.516 -0.443 0.0813 0.2802 0.0722 0.012
C 0.443 -3.136 -0.691 0.0249 0.1187 -0.0012 0.009
C 1.416 -2.584 0.310 -0.3227 0.1137 0.0360 0.021
C 2.408 -3.292 0.859 0.1795 -0.1111 0.1923 -0.092
C 3.191 -2.730 1.954 -0.0102 -0.1667 -0.0657 0.003
C 2.801 -1.593 2.518 -0.0258 0.1340 -0.1003 -0.047
C 1.621 -0.818 2.003 -0.2121 -0.2182 0.1489 -0.012
N 1.115 -1.271 0.683 1.2131 -0.5841 0.6707 -0.156
H -1.272 -2.983 0.295 -0.0359 -0.0275 -0.0829 0.002
H 0.700 -2.889 -1.719 -0.0190 0.0628 -0.0202 0.002
H 0.363 -4.216 -0.612 -0.0401 -0.0559 -0.0062 0.001
H 2.604 -4.298 0.512 -0.0270 -0.0009 0.0735 -0.005
H 4.038 -3.284 2.336 -0.0077 0.0191 -0.0246 0.002
H 3.309 -1.179 3.382 0.0415 -0.0086 -0.0491 -0.002
H 1.944 0.220 1.894 0.0105 0.0544 -0.0906 -0.006
C -4.363 3.306 -1.034 -0.0731 -0.0932 -0.0196 0.000
N -3.602 2.199 -0.433 -0.1911 0.2003 0.0250 0.005
C -2.584 1.516 -0.935 0.0371 -0.1122 0.0584 0.007
N -2.289 0.496 -0.128 -0.4168 0.1326 0.3181 0.007
C -3.205 0.634 0.884 -0.0201 -0.1453 -0.1011 0.006
N -4.017 1.644 0.726 0.1335 0.0052 -0.1096 0.000
C -5.594 2.785 -1.739 0.0147 -0.0439 0.0493 0.000
C -6.856 3.307 -1.496 0.0106 0.0099 -0.0097 0.000
C -7.963 2.768 -2.144 -0.0248 -0.0013 -0.0060 0.000
C -7.824 1.694 -3.010 -0.0641 0.0228 0.0029 0.000
C -6.557 1.173 -3.251 0.0394 -0.0264 0.0029 0.000
C -5.451 1.734 -2.627 0.0213 -0.0245 -0.0537 0.000
C -6.352 0.001 -4.100 -0.0475 0.0955 0.0727 0.000
N -7.198 -0.775 -4.676 0.0198 -0.0812 -0.0356 0.000
N -6.454 -1.787 -5.278 -0.0624 0.0702 -0.0014 0.000
C -5.223 -1.532 -5.018 0.0612 -0.1026 -0.0238 0.000
O -5.071 -0.411 -4.273 0.0699 0.0572 0.0103 0.000
C -4.009 -2.278 -5.346 -0.0269 -0.0009 0.0157 0.000
C -4.085 -3.596 -5.787 -0.0016 -0.0363 0.0011 0.000
C -2.917 -4.298 -6.034 -0.0291 -0.0204 0.0033 0.000
C -1.680 -3.698 -5.832 -0.0028 -0.0238 0.0202 0.000
C -1.601 -2.375 -5.413 0.0114 -0.0074 0.0199 0.000
C -0.255 -1.713 -5.312 -0.0738 0.0539 0.0066 0.000
N 0.022 -1.074 -4.007 0.1136 -0.1155 -0.2062 0.005
C -0.700 -0.968 -2.905 0.1362 0.1157 0.0610 0.011
N 0.037 -0.361 -1.962 0.1920 -0.0277 -0.8962 0.007
C 1.234 -0.130 -2.590 -0.0908 0.1755 0.1190 0.010
N 1.256 -0.541 -3.824 -0.1737 -0.0792 0.0317 0.001
C -2.772 -1.666 -5.184 0.0015 0.0495 -0.0531 0.000
H -3.690 3.821 -1.719 0.0375 0.0087 -0.0078 0.000
H -4.631 3.983 -0.226 0.0244 0.0202 0.0230 0.000
H -2.075 1.772 -1.851 0.0014 0.0133 0.0232 0.000
H -3.277 -0.034 1.729 0.0340 0.0216 -0.0163 0.000
H -6.984 4.129 -0.801 0.0003 -0.0285 -0.0086 0.000
H -8.945 3.179 -1.955 0.0249 -0.0153 -0.0026 0.000
H -8.686 1.251 -3.491 0.0216 0.0190 0.0043 0.000
H -4.472 1.320 -2.833 -0.0260 -0.0066 0.0119 0.000
H -5.056 -4.055 -5.924 0.0272 0.0045 -0.0022 0.000
H -2.967 -5.322 -6.379 -0.0043 0.0232 0.0097 0.000
H -0.773 -4.260 -6.024 -0.0230 0.0174 0.0008 0.000
H -0.136 -0.938 -6.068 0.0066 0.0769 0.0253 0.000
H 0.540 -2.439 -5.462 0.0487 -0.0178 0.0008 0.000
H -1.707 -1.332 -2.790 0.0369 -0.0355 -0.0014 0.000
H 2.075 0.349 -2.116 -0.0156 -0.0201 0.0294 0.001
H -2.736 -0.619 -4.903 0.0112 -0.0192 -0.0123 0.000
C 1.174 -1.644 5.952 0.0431 0.0039 0.0717 -0.001
Ge 0.716 -0.137 4.822 -0.0973 -0.0803 -0.1109 -0.002
C 2.121 1.225 4.787 0.0469 0.0311 0.0235 0.000
C -1.008 0.623 5.319 -0.0017 0.0268 0.0935 -0.001
C 0.433 -0.872 2.985 0.0728 -0.0012 -0.0998 -0.016
H 1.406 -1.312 6.964 -0.0056 -0.0227 -0.0201 0.000
H 2.041 -2.176 5.557 -0.0186 -0.0078 0.0275 0.000
H 0.333 -2.337 6.003 0.0331 -0.0178 0.0096 0.000
H 2.884 0.982 5.528 0.0028 0.0464 -0.0237 0.000
H 1.709 2.203 5.041 0.0336 -0.0100 -0.0278 0.000
H 2.611 1.290 3.813 0.0198 0.0092 0.0537 0.000
H -0.987 0.958 6.357 -0.0338 0.0132 -0.0341 0.000
H -1.790 -0.133 5.228 -0.0066 0.0336 0.0058 0.000
H -1.271 1.478 4.692 0.0018 -0.0193 0.0015 0.000
H -0.438 -0.332 2.560 0.0419 0.0020 0.0172 0.001
H 0.132 -1.917 3.098 -0.0256 -0.0049 -0.0326 0.001
O 0.250 1.577 0.426 0.1289 0.0773 0.2480 0.029
S 0.401 2.258 1.815 -0.0904 0.0387 -0.2230 0.005
C -0.870 3.557 1.911 0.0074 0.0558 -0.1001 0.002
C -0.189 4.894 1.611 0.0071 -0.0518 0.0101 0.000
C 1.236 4.766 2.149 -0.0753 -0.0191 -0.0403 0.000
C 1.755 3.441 1.604 0.0519 -0.0214 0.0206 0.000
H -1.266 3.510 2.926 0.0212 0.0052 -0.0040 0.000
H -1.658 3.272 1.214 -0.0033 -0.0168 0.0512 0.000
H -0.732 5.716 2.072 -0.0103 -0.0049 -0.0020 0.000
H -0.165 5.070 0.534 0.0002 0.0028 0.0030 0.000
H 1.232 4.753 3.241 0.0172 0.0169 0.0074 0.000
H 1.877 5.586 1.831 0.0132 -0.0065 -0.0031 0.000
H 2.641 3.056 2.104 -0.0152 -0.0040 -0.0078 0.000
H 1.920 3.469 0.525 0.0150 0.0227 -0.0077 0.000
```
Forces are in eV/Å.

Output
E_tot = -5457.9738 a.u.
expectation value of S² = 2.196
energy relative to the best compared isomer or geometry (same formula, charge and spin) = 0.878 eV
max |F| = 1.504 eV/Å
charge = +2
molar mass = 780.39 g mol⁻¹
HOMO level (spin up / spin down) = -12.9 / -12.9 eV
gap between HOMO and LUMO (spin up / spin down) = 6.7 / 7.9 eV
2S+1 = 3

***

Entry 2:
Here is a molecular structure, C34H42IrN5O2Si at a distorted geometry from the OMol25 dataset. Energies are from the ωB97M-V functional and the def2-TZVPD basis.

Structure (XYZ):
```
85
Properties=species:S:1:pos:R:3:forces:R:3:mulliken_charge:R:1
Ir 0.492 -0.265 0.541 -2.9468 0.6293 1.3746 1.122
C -0.284 -1.272 -1.258 1.9306 -0.8528 -0.6017 -1.390
Si -2.018 -1.413 -1.157 -0.8246 -0.0345 -0.3834 -0.710
C -2.382 -1.726 0.632 -0.4001 0.0221 0.6658 -0.892
N -1.571 -0.818 1.488 0.7456 0.5037 -0.4927 0.513
C -1.200 -1.453 2.774 -0.3577 -0.1173 -0.0111 -0.458
C -2.397 -1.637 3.702 -0.1821 0.0785 -0.1123 -0.771
C -3.067 -0.288 3.977 0.0330 0.0103 -0.1291 -0.696
C -3.453 0.384 2.653 -0.0570 -0.1633 0.1322 -0.849
C -2.247 0.479 1.719 -0.3881 -0.1560 0.2332 -0.122
C -2.941 0.123 -1.754 0.0556 -0.0137 -0.0657 0.077
C -2.223 1.202 -2.271 -0.0043 0.3060 -0.1317 -0.116
C -2.879 2.335 -2.762 0.4053 -0.2937 0.1064 -0.674
C -4.259 2.403 -2.737 -0.2187 0.0367 0.0278 -0.431
C -4.991 1.349 -2.208 0.0965 -0.2946 0.1388 -0.741
C -4.330 0.220 -1.722 -0.3252 0.2648 -0.0744 0.212
C -2.817 -2.894 -2.075 -0.0723 0.1609 -0.2129 0.765
C -2.407 -4.184 -1.730 -0.0960 -0.3810 -0.0273 -0.590
C -2.800 -5.301 -2.467 0.1141 0.2392 0.2211 -0.705
C -3.615 -5.149 -3.581 0.0604 -0.2166 0.0682 -0.358
C -4.043 -3.886 -3.941 0.0410 0.5192 0.1090 -0.701
C -3.640 -2.771 -3.197 -0.1676 -0.1995 -0.1054 -0.202
H 0.059 -0.873 -2.223 0.1252 0.0905 0.1373 0.484
H 0.166 -2.281 -1.168 -0.0917 0.0658 -0.1656 0.518
H -2.076 -2.759 0.832 0.0686 0.0891 0.0689 0.618
H -3.454 -1.677 0.868 0.0542 -0.0324 0.1435 0.112
H -0.457 -0.826 3.246 0.0951 0.0561 0.0847 0.007
H -0.722 -2.407 2.557 0.0596 0.0211 -0.1231 0.531
H -2.059 -2.104 4.631 -0.0134 0.0031 -0.0126 0.429
H -3.127 -2.313 3.239 0.0193 -0.0097 0.0820 0.263
H -2.365 0.358 4.519 -0.0279 -0.0419 -0.0418 0.248
H -3.950 -0.417 4.608 -0.0199 0.0246 0.0661 0.448
H -3.831 1.396 2.828 -0.0351 -0.0419 -0.0110 0.465
H -4.264 -0.188 2.184 0.0276 0.0787 0.0259 0.236
H -1.510 1.152 2.155 -0.1204 -0.0450 0.0271 0.233
H -2.536 0.902 0.758 0.0827 -0.0467 -0.0331 0.003
H -1.136 1.158 -2.268 -0.1070 0.0162 0.0166 0.292
H -2.305 3.161 -3.162 0.0396 0.0073 0.0058 0.418
H -4.769 3.279 -3.121 -0.0138 0.0134 0.0008 0.343
H -6.073 1.402 -2.175 -0.0457 -0.0038 0.0047 0.379
H -4.913 -0.602 -1.312 0.0113 0.0572 -0.0534 0.440
H -1.753 -4.325 -0.872 -0.0102 -0.0146 -0.1269 0.255
H -2.459 -6.287 -2.177 0.0294 -0.0166 0.0122 0.376
H -3.903 -6.012 -4.170 -0.0228 -0.0176 0.0240 0.349
H -4.683 -3.760 -4.807 0.0059 0.0409 -0.0194 0.369
H -3.978 -1.784 -3.504 0.0370 -0.0859 -0.0128 0.272
C 1.858 1.271 4.112 -0.4165 -0.0239 -0.1091 -0.920
O 1.002 0.552 3.216 -0.0294 0.4166 0.4725 -0.125
C 0.750 1.016 1.921 2.5575 -1.4916 -0.1508 0.225
C 0.999 2.487 1.839 -0.7902 0.4650 -0.1537 -1.502
H 1.363 2.137 4.562 -0.0176 0.0430 0.0271 0.355
H 2.768 1.597 3.612 0.0270 0.0189 -0.0556 0.231
H 2.122 0.570 4.899 -0.0199 -0.0819 0.0375 0.250
H 0.614 3.011 2.723 -0.0555 0.0732 -0.0290 0.654
H 0.508 2.892 0.951 0.1441 -0.0409 0.0122 0.240
H 2.065 2.693 1.761 0.0103 0.0253 0.0861 0.302
O 2.317 -0.620 -0.102 1.2863 0.6191 -0.8041 -0.974
N 3.406 -0.201 0.655 -0.1892 -1.5550 0.2206 1.591
C 4.175 -1.291 1.239 -0.2662 0.0420 0.0615 0.571
C 5.574 -1.221 1.352 -0.1389 -0.1575 -0.4565 0.024
N 6.738 -1.177 1.454 -0.3650 0.0792 0.0923 -0.862
C 3.551 -2.537 1.494 0.0099 0.3960 0.2167 -0.224
N 3.102 -3.586 1.731 0.1518 0.3178 -0.1208 -0.850
C 4.370 0.587 -2.602 -0.1058 0.1008 -0.0294 -0.799
N 3.486 1.746 -2.715 0.1125 0.0085 0.0999 -0.128
C 2.681 1.653 -3.913 -0.0516 -0.0607 0.0205 -0.924
C 2.601 1.841 -1.531 0.2229 0.1611 -0.0004 -1.148
C 3.378 2.086 -0.252 0.1327 -0.0528 0.0408 0.806
C 3.835 3.388 -0.067 -0.0751 -0.1879 -0.0343 -0.398
C 4.622 3.795 1.001 0.0054 -0.0998 0.0961 -0.949
C 4.966 2.825 1.948 -0.0592 -0.0007 -0.0351 -0.581
C 4.533 1.522 1.828 0.1491 0.1281 -0.0906 -1.169
C 3.737 1.083 0.724 0.3107 0.8658 -0.1979 -0.005
H 5.012 0.533 -3.487 -0.0253 0.0114 0.0135 0.412
H 3.810 -0.356 -2.504 -0.0060 0.0067 0.0074 0.230
H 5.007 0.690 -1.724 -0.0246 0.0119 0.0140 0.230
H 3.328 1.636 -4.796 -0.0189 -0.0192 0.0205 0.329
H 2.024 2.527 -3.986 0.0377 -0.0588 0.0057 0.307
H 2.045 0.747 -3.933 0.0229 0.0542 -0.0062 0.270
H 1.987 0.953 -1.449 -0.1849 -0.1864 0.0260 -0.053
H 1.932 2.696 -1.704 0.1074 -0.0299 -0.0052 0.608
H 3.562 4.114 -0.830 -0.0040 -0.0309 0.0093 0.364
H 4.967 4.818 1.085 -0.0102 -0.0198 0.0169 0.335
H 5.584 3.091 2.802 -0.0600 -0.0068 -0.0163 0.350
H 4.793 0.802 2.594 0.0365 0.0047 -0.1314 0.560
```
Forces are in eV/Å.

Output
E_tot = -2138.7003 a.u.
energy relative to the best compared isomer or geometry (same formula, charge and spin) = 2.450 eV
max |F| = 3.312 eV/Å
charge = -2
molar mass = 773.05 g mol⁻¹
HOMO level = 0.0 eV
gap between HOMO and LUMO = 4.2 eV